Below is a cluster of 9 separate species, C4H24BF4O8 in total in a non-equilibrium geometry, with properties calculated with ωB97M-V/def2-TZVPD.

Atoms and positions in Å:
1 B -23.3291 -16.4295 -4.0957
2 F -22.9760 -17.7430 -4.4118
3 F -22.2489 -15.7862 -3.5023
4 F -23.7133 -15.7856 -5.2933
5 F -24.3918 -16.4041 -3.1505
6 C -26.1461 -16.6979 -0.1912
7 O -24.8827 -16.1274 -0.4879
8 H -26.3266 -16.7365 0.8817
9 H -26.9871 -16.1629 -0.6488
10 H -26.1736 -17.7146 -0.6035
11 H -24.8118 -16.1953 -1.4563
12 C -21.9159 -19.2505 -1.7429
13 O -20.9622 -18.6440 -2.6021
14 H -22.3758 -20.1356 -2.1840
15 H -21.4293 -19.4350 -0.7862
16 H -22.7083 -18.5225 -1.5215
17 H -21.4422 -18.3323 -3.3821
18 C -26.6636 -18.2322 -4.4637
19 O -25.4233 -18.9045 -4.6051
20 H -27.0922 -18.4207 -3.4762
21 H -26.5640 -17.1562 -4.6252
22 H -27.3496 -18.5776 -5.2399
23 H -24.7071 -18.2848 -4.3868
24 C -21.4080 -13.4198 -5.3886
25 O -20.3589 -12.6317 -5.9615
26 H -21.3178 -13.4397 -4.3004
27 H -22.4073 -13.0423 -5.6282
28 H -21.3245 -14.4395 -5.7512
29 H -20.2107 -11.9323 -5.3201
30 O -21.0247 -15.5631 -0.8688
31 H -21.5953 -15.5983 -1.6502
32 H -21.2549 -16.3537 -0.3721
33 O -19.5609 -15.8482 -4.2289
34 H -19.2966 -15.5196 -3.3630
35 H -20.5265 -15.8225 -4.2100
36 O -26.1389 -14.4467 -4.4818
37 H -25.7819 -13.6218 -4.8256
38 H -25.3664 -14.9216 -4.1291
39 O -24.8314 -15.3117 -7.7088
40 H -24.5769 -15.3096 -6.7642
41 H -25.5414 -15.9573 -7.7626

## Properties
**Charge**: -1
**HOMO-LUMO gap**: 0.37721 Ha
**ΔE to the lowest compared entry with this formula, charge and spin**: 8.1 kcal/mol
**LUMO level**: 2.928 eV
**Calculated total energy**: -1193.319138 Eh

=====

Below is a structure of composition C43H108AlAsF6N8O9 in a non-equilibrium geometry, with properties calculated with ωB97M-V/def2-TZVPD.

Atoms and positions in Å:
1 Al -6.7973 -2.4384 -5.0084
2 As -0.1835 -0.1988 -1.2302
3 F -0.6069 -1.6319 -0.2700
4 F 0.9173 -1.3479 -2.2413
5 F 0.2007 1.2642 -2.2093
6 F -1.3810 0.6404 -0.2711
7 F 1.1490 0.2392 -0.1564
8 F -1.5039 -0.5193 -2.3628
9 C 9.8130 -2.6475 7.3582
10 C 8.5654 -1.8794 7.8047
11 C 8.7722 -0.4438 7.1631
12 C 7.5518 0.3939 7.3070
13 C 6.2651 -0.2869 6.7338
14 C 6.1140 -1.7686 7.3582
15 N 7.3310 -2.5288 7.3828
16 O 7.1443 -3.8082 7.8445
17 C 5.4238 -1.5282 8.7090
18 C 5.1130 -2.4409 6.3766
19 C 8.7121 -1.6494 9.3185
20 H 9.9101 -3.6100 7.8605
21 H 10.6658 -1.9728 7.4317
22 H 9.6359 -2.9821 6.3361
23 H 9.5612 0.0965 7.6861
24 H 9.0030 -0.4765 6.0983
25 H 7.6918 1.2774 6.6840
26 H 7.2914 0.7095 8.3173
27 H 6.2304 -0.3375 5.6455
28 H 5.5035 0.4751 6.8997
29 H 5.2616 -2.5449 9.0670
30 H 6.0527 -0.9157 9.3550
31 H 4.3734 -1.2372 8.7226
32 H 5.5706 -2.4236 5.3875
33 H 4.9701 -3.4760 6.6868
34 H 4.1373 -1.9551 6.3671
35 H 8.2501 -0.7608 9.7488
36 H 9.7809 -1.6635 9.5315
37 H 8.3925 -2.6040 9.7364
38 H 7.4729 -4.4093 7.1720
39 C -0.0938 7.5466 5.0722
40 C -0.6875 6.2128 5.6354
41 C 0.0869 5.9723 6.9693
42 C -0.4599 4.6876 7.6725
43 C -1.9081 4.9684 7.9575
44 C -2.8330 5.3915 6.6945
45 N -2.1339 6.3663 5.7848
46 O -2.7606 6.7198 4.6406
47 C -3.1405 4.1053 5.9459
48 C -3.9691 6.0337 7.3962
49 C -0.1818 5.0615 4.6695
50 H 0.9949 7.4946 5.0636
51 H -0.3354 8.2575 5.8624
52 H -0.4368 7.8282 4.0766
53 H 1.1142 5.8021 6.6471
54 H -0.0391 6.7093 7.7624
55 H 0.1676 4.3237 8.4861
56 H -0.3832 3.7691 7.0907
57 H -1.9880 5.7493 8.7138
58 H -2.4578 4.1150 8.3544
59 H -3.6991 3.3640 6.5173
60 H -3.6761 4.3969 5.0425
61 H -2.2599 3.6345 5.5088
62 H -3.9408 6.8422 8.1267
63 H -4.7156 6.2614 6.6353
64 H -4.5837 5.2816 7.8910
65 H 0.0111 4.0946 5.1341
66 H 0.7250 5.3272 4.1262
67 H -0.9018 4.8894 3.8695
68 H -2.9921 7.6301 4.8389
69 C -1.8763 -8.3987 1.7956
70 O -2.9858 -8.6591 0.8947
71 H -1.5214 -9.2920 2.3095
72 H -1.1503 -7.7304 1.3326
73 H -2.2603 -7.9341 2.7038
74 H -3.3900 -9.5298 0.8854
75 C 7.1326 7.4500 -0.5627
76 C 6.2001 6.1817 -0.7923
77 C 5.9027 5.7888 -2.3176
78 O 5.1256 6.7226 -3.0430
79 C 3.7002 6.8171 -2.6098
80 N 6.8989 5.1022 -0.1154
81 H 8.1585 7.3673 -0.9215
82 H 7.3096 7.6987 0.4837
83 H 6.8796 8.3754 -1.0801
84 H 5.2998 6.4746 -0.2521
85 H 5.3608 4.8469 -2.4030
86 H 6.8601 5.5243 -2.7667
87 H 3.5975 6.6639 -1.5355
88 H 3.2156 6.0206 -3.1746
89 H 3.1518 7.7183 -2.8841
90 H 6.3991 4.2931 -0.4553
91 H 6.8148 5.1788 0.8882
92 C -0.4857 0.1842 -9.4818
93 C -1.7520 0.0978 -8.5836
94 C -2.3649 1.4588 -8.4171
95 O -3.4050 1.6749 -7.4068
96 C -3.8414 3.0930 -7.3802
97 N -2.7410 -0.8632 -8.9297
98 H -0.1536 -0.8049 -9.7971
99 H 0.2735 0.7192 -8.9112
100 H -0.6485 0.7403 -10.4051
101 H -1.3773 -0.2636 -7.6259
102 H -2.6543 1.8798 -9.3800
103 H -1.5020 1.9581 -7.9764
104 H -4.3816 3.3757 -8.2838
105 H -2.9829 3.7633 -7.3384
106 H -4.5275 3.4759 -6.6247
107 H -2.2185 -1.6805 -9.2109
108 H -3.0864 -0.5584 -9.8285
109 C -0.8601 -7.5905 -5.0292
110 C -2.1428 -6.8186 -5.5248
111 C -3.0838 -7.7847 -6.2154
112 O -4.0302 -6.9391 -6.7892
113 C -4.8496 -7.5483 -7.8238
114 N -2.8072 -6.1558 -4.3897
115 H -0.3620 -8.1760 -5.8019
116 H -0.8022 -8.1477 -4.0941
117 H -0.0852 -6.8264 -4.9661
118 H -1.7257 -6.0398 -6.1633
119 H -3.4247 -8.3836 -5.3709
120 H -2.6396 -8.2300 -7.1056
121 H -4.2850 -7.5524 -8.7562
122 H -5.5913 -6.8479 -8.2077
123 H -5.3293 -8.4943 -7.5728
124 H -3.1813 -6.7729 -3.6831
125 H -2.1308 -5.6193 -3.8655
126 C 7.7729 -3.7814 -5.4465
127 C 9.2034 -3.5268 -5.3081
128 C 10.0872 -4.7422 -5.7417
129 O 11.3786 -4.1438 -5.7270
130 C 12.3742 -4.5604 -4.7433
131 N 9.4824 -2.3257 -6.1036
132 H 7.3931 -4.4220 -4.6507
133 H 7.7133 -4.3241 -6.3899
134 H 7.2355 -2.8331 -5.4550
135 H 9.5065 -3.2802 -4.2905
136 H 10.0572 -5.0914 -6.7738
137 H 10.0079 -5.5376 -5.0006
138 H 11.9497 -4.0034 -3.9081
139 H 13.3367 -4.1231 -5.0087
140 H 12.3848 -5.6423 -4.6109
141 H 9.2442 -1.5203 -5.5426
142 H 10.4830 -2.2679 -6.2283
143 C -7.5197 -3.4984 3.1298
144 C -8.1202 -3.3826 1.6636
145 C -9.6358 -2.8111 1.5855
146 O -10.0160 -2.7860 0.2008
147 C -11.3249 -2.3710 0.0223
148 N -7.1167 -2.6886 0.7893
149 H -6.4441 -3.5343 3.3024
150 H -8.0233 -4.3491 3.5889
151 H -7.8928 -2.6771 3.7418
152 H -8.1816 -4.3852 1.2403
153 H -9.8606 -1.9343 2.1928
154 H -10.3465 -3.4632 2.0932
155 H -11.3916 -1.9103 -0.9633
156 H -11.7942 -1.7336 0.7717
157 H -12.0077 -3.2206 0.0130
158 H -6.2920 -3.2585 0.9122
159 H -6.7475 -1.7950 1.0814
160 C -11.8905 3.3257 -6.2556
161 C -10.7317 2.7121 -5.4936
162 C -10.6571 3.0840 -3.9784
163 O -9.4602 2.4485 -3.4330
164 C -9.1232 2.8751 -2.1326
165 N -10.9550 1.2638 -5.5878
166 H -12.8627 3.1869 -5.7826
167 H -12.0191 3.0939 -7.3128
168 H -11.6175 4.3779 -6.1758
169 H -9.7924 2.9927 -5.9700
170 H -11.5182 2.7889 -3.3787
171 H -10.5205 4.1609 -3.8803
172 H -9.0443 3.9607 -2.0757
173 H -8.1941 2.4102 -1.8028
174 H -9.8752 2.5803 -1.4007
175 H -11.2512 0.9486 -6.5005
176 H -11.9037 1.2648 -5.2411

## Properties
**Charge**: +2
**HOMO-LUMO gap**: 0.03372 Ha
**ΔE to the lowest compared entry with this formula, charge and spin**: 32.9 kcal/mol
**LUMO level**: -10.591 eV
**Calculated total energy**: -5894.546765 Eh

=====

Below is a cluster of 2 separate species, C4H7NO in total in a non-equilibrium geometry, with properties calculated with ωB97M-V/def2-TZVPD.

Atoms and positions in Å:
1 C -1.4602 0.3720 -0.2000
2 C -0.0327 -1.3070 0.2710
3 O 0.7846 -0.6819 1.0663
4 C 1.1498 0.5856 0.6424
5 C 1.7933 0.6491 -0.6431
6 N 2.2299 0.7045 -1.7183
7 H -1.9416 1.2569 0.2427
8 H -1.3834 0.5212 -1.2815
9 H -2.1480 -0.4537 -0.0067
10 H 0.1732 -1.3300 -0.7974
11 H -0.5277 -2.1563 0.7324
12 H 1.6559 1.1123 1.4456
13 H -0.2931 0.7275 0.2468

## Properties
**HOMO-LUMO gap (spin up / spin down)**: 0.32142 / 0.32140 Ha
**ΔE to the lowest compared entry with this formula, charge and spin**: 127.6 kcal/mol
**LUMO level (spin up / spin down)**: 0.014 / 0.013 eV
**Calculated total energy**: -286.428224 Eh